Record 1
Here is a cluster of 5 separate species, C33H73ClN6O13P in total from the Open Molecules 2025 dataset. Energies are from ωB97M-V/def2-TZVPD.

Its molecular weight is 828.40 g/mol. As for the total charge: +1. The value obtained for the HOMO energy is -9.73 eV. As for the spin multiplicity: 1.

```
127
Properties=species:S:1:pos:R:3:forces:R:3
C 4.2989 -4.2615 5.7762 -0.549 0.835 0.380
C 2.9221 -3.5968 5.4864 0.080 -0.387 0.504
N 2.2759 -4.0601 4.2457 -0.549 -0.449 1.424
O 1.9974 -3.0206 3.3264 0.102 0.563 -0.575
C 0.6638 -2.7403 3.3675 -0.784 -1.002 -0.917
O -0.0543 -2.8730 2.4103 0.834 0.252 1.128
C 0.1383 -2.1958 4.6838 0.760 0.257 0.113
C 0.7464 -1.0246 5.1405 0.284 -0.350 -0.886
C 0.3611 -0.4803 6.3180 0.456 0.684 0.007
N -0.5959 -1.0807 7.0293 0.324 0.760 0.462
C -1.2018 -2.1817 6.6110 -1.020 -0.529 0.787
Cl -2.4460 -2.7705 7.6574 0.390 0.261 -0.320
C -0.8655 -2.7996 5.4345 -0.243 -0.653 -0.860
C -1.5212 -4.0741 4.9754 -0.049 -0.488 -0.281
P -0.9690 -5.5215 5.9910 0.575 -0.455 0.726
O 0.2402 -5.2093 6.7595 0.226 0.633 -0.045
O -0.7242 -6.7299 4.9853 -0.635 0.382 0.124
O -2.1731 -6.0073 6.9294 0.035 0.217 -1.127
H 4.2480 -4.7404 6.7592 0.087 -0.263 -0.379
H 4.5729 -4.9743 4.9938 0.145 0.090 0.231
H 5.0480 -3.4694 5.8853 0.102 -0.366 -0.370
H 3.0034 -2.5052 5.4734 0.095 -0.202 -0.231
H 2.2411 -3.8669 6.3079 0.083 0.189 -0.245
H 2.8239 -4.7791 3.7900 0.031 0.483 -0.600
H 1.5386 -0.5608 4.5598 -0.143 -0.046 0.128
H 0.8409 0.4217 6.6824 -0.395 -0.139 0.294
H -0.8579 -0.6663 7.9192 -0.179 -0.131 -0.080
H -2.6144 -4.0094 4.8914 0.221 0.110 0.248
H -1.1751 -4.2857 3.9559 -0.108 -0.022 0.263
H 0.2280 -6.8935 4.9268 -0.039 -0.080 0.011
H -2.6968 -5.2482 7.2155 -0.110 -0.214 0.163
C -6.4755 1.1623 3.2901 0.134 0.156 -0.075
O -6.1363 2.4317 3.8182 -0.107 -0.303 0.060
C -6.7349 2.7157 5.0788 0.092 0.414 0.037
C -5.6956 2.7176 6.1845 -0.016 -0.192 -0.096
N -5.1920 1.3709 6.4437 0.198 0.115 -0.007
C -4.0002 1.3268 7.2831 -0.139 -0.180 -0.198
C -2.7330 2.0166 6.7740 0.099 -0.083 0.299
O -2.1436 1.3976 5.6388 -0.004 -0.008 0.072
C -2.7239 1.7561 4.3868 0.250 -0.247 -0.182
H -6.1332 1.1307 2.2563 0.004 0.067 0.013
H -5.9777 0.3540 3.8386 -0.138 -0.105 0.015
H -7.5563 1.0019 3.3034 0.007 -0.063 0.032
H -7.5566 2.0299 5.3030 0.097 -0.115 -0.027
H -7.1558 3.7216 5.0055 -0.028 -0.018 0.023
H -6.1446 3.1139 7.0996 0.023 -0.015 0.006
H -4.8934 3.3992 5.8763 -0.087 0.147 0.016
H -4.9707 0.9313 5.5599 -0.093 -0.001 -0.014
H -3.7629 0.2653 7.4255 0.045 0.025 0.088
H -4.2518 1.7289 8.2691 0.040 0.073 -0.013
H -1.9850 1.9392 7.5720 0.019 0.033 -0.008
H -2.8748 3.0873 6.6002 -0.075 -0.026 -0.119
H -3.0833 2.7860 4.3798 -0.081 -0.034 0.069
H -3.5324 1.0700 4.1268 -0.130 0.151 -0.042
H -1.9546 1.6529 3.6195 0.049 0.026 0.057
C -3.6825 0.6492 -3.4298 -0.073 0.113 0.154
O -4.3819 0.1818 -2.2893 0.182 -0.065 -0.240
C -4.3628 -1.2331 -2.1368 -0.292 -0.056 0.333
C -3.5023 -1.6405 -0.9546 0.178 0.133 -0.174
N -2.0887 -1.3995 -1.2180 -0.093 0.079 0.214
C -1.2295 -1.4976 -0.0395 -0.024 0.205 -0.243
C -1.4875 -0.5155 1.1123 0.233 -0.185 -0.020
O -1.1851 0.8353 0.8061 -0.320 -0.036 0.139
C -2.2039 1.5352 0.1065 0.290 0.235 -0.008
H -3.9237 1.7036 -3.5580 -0.042 -0.020 0.052
H -2.5984 0.5618 -3.2983 0.031 -0.066 -0.154
H -3.9867 0.1105 -4.3307 0.061 -0.020 -0.013
H -4.0457 -1.7371 -3.0540 0.129 0.090 0.002
H -5.3926 -1.5389 -1.9315 0.007 -0.032 -0.030
H -3.6517 -2.7057 -0.7515 0.015 0.007 0.014
H -3.8568 -1.0744 -0.0829 -0.165 -0.080 0.024
H -1.9846 -0.4712 -1.6059 -0.009 -0.046 -0.084
H -0.2055 -1.3357 -0.3882 0.021 -0.020 0.116
H -1.2734 -2.5194 0.3408 -0.084 0.024 0.044
H -0.8099 -0.7866 1.9206 0.031 0.078 -0.014
H -2.5001 -0.6033 1.5269 -0.093 0.068 -0.157
H -3.2048 1.2037 0.3923 0.006 -0.087 -0.071
H -2.0667 1.4404 -0.9728 -0.205 -0.016 -0.035
H -2.1075 2.5946 0.3495 0.033 -0.030 0.068
C 3.2484 3.2598 -5.0031 -0.097 0.191 0.070
O 1.8923 3.5860 -4.7426 0.196 -0.189 -0.031
C 1.0688 2.4583 -4.4822 -0.401 0.192 -0.013
C 0.6488 2.4148 -3.0239 0.294 0.013 0.026
N 1.7760 2.1027 -2.1535 -0.134 0.126 0.050
C 1.5138 2.3193 -0.7300 0.247 -0.073 -0.175
C 1.1729 3.7359 -0.2679 -0.029 -0.124 0.300
O 2.2394 4.6622 -0.3612 -0.162 -0.003 -0.108
C 2.4290 5.2388 -1.6430 0.233 0.066 0.181
H 3.7422 4.1549 -5.3787 -0.081 0.028 0.009
H 3.7620 2.9476 -4.0878 0.108 -0.147 -0.094
H 3.3312 2.4758 -5.7567 0.058 -0.025 0.041
H 1.5502 1.5237 -4.7865 0.122 0.037 0.086
H 0.1694 2.5808 -5.0936 -0.004 -0.052 -0.005
H -0.1245 1.6484 -2.8958 0.004 -0.001 0.018
H 0.2055 3.3893 -2.7828 -0.163 -0.021 -0.096
H 2.5626 2.6798 -2.4202 -0.001 -0.037 -0.062
H 2.4192 2.0087 -0.1998 -0.053 0.029 0.076
H 0.7159 1.6414 -0.4159 -0.059 0.063 0.011
H 0.9367 3.6723 0.7987 0.010 0.002 0.001
H 0.2725 4.1321 -0.7530 0.064 0.016 -0.150
H 1.4871 5.3684 -2.1811 0.002 -0.094 -0.035
H 3.1250 4.6418 -2.2368 -0.108 0.021 -0.179
H 2.8839 6.2198 -1.5031 -0.039 -0.010 0.073
C 6.2815 -0.4747 -11.3411 -0.081 0.183 0.039
O 4.9289 -0.1451 -11.0805 0.222 -0.221 -0.029
C 4.1047 -1.2680 -10.7890 -0.409 0.177 0.017
C 3.6906 -1.2771 -9.3287 0.280 0.014 0.005
N 4.8221 -1.5683 -8.4551 -0.167 0.144 0.041
C 4.5683 -1.3190 -7.0371 0.281 -0.052 -0.146
C 4.2294 0.1072 -6.6022 -0.007 -0.158 0.336
O 5.2990 1.0305 -6.7234 -0.261 -0.032 -0.149
C 5.4719 1.5713 -8.0236 0.271 0.109 0.186
H 6.7687 0.4142 -11.7395 -0.067 0.019 0.004
H 6.8056 -0.7681 -10.4255 0.077 -0.134 -0.069
H 6.3597 -1.2758 -12.0808 0.034 -0.038 0.037
H 4.5844 -2.2089 -11.0736 0.125 0.044 0.084
H 3.2032 -1.1594 -11.3986 0.004 -0.042 -0.006
H 2.9189 -2.0387 -9.1797 0.003 0.010 0.020
H 3.2486 -0.2970 -9.1088 -0.155 -0.019 -0.097
H 5.6072 -0.9974 -8.7384 0.012 -0.048 -0.039
H 5.4760 -1.6159 -6.5047 -0.068 0.012 0.086
H 3.7715 -1.9910 -6.7031 -0.064 0.058 -0.011
H 3.9993 0.0661 -5.5331 0.034 0.007 0.006
H 3.3250 0.4924 -7.0894 0.074 0.010 -0.172
H 4.5233 1.6877 -8.5529 0.003 -0.097 -0.031
H 6.1597 0.9575 -8.6092 -0.114 0.017 -0.178
H 5.9309 2.5549 -7.9169 -0.040 -0.005 0.072
```
Forces are in eV/Å.

---

Record 2
Here is a cluster of 6 separate species, C33H73F3NO12 in total from the Open Molecules 2025 dataset. Energies are from ωB97M-V/def2-TZVPD.

The energy relative to the best compared isomer or geometry (same formula, charge and spin) comes out at 0.0 kcal/mol. Its molecular weight is 732.94 g/mol. As for the total charge: +1. The value obtained for the HOMO energy is -10.37 eV. As for the spin multiplicity: 1.

```
122
Properties=species:S:1:pos:R:3:forces:R:3
C 0.5085 3.7843 4.8236 0.037 -0.099 0.009
C -0.0849 5.1618 4.9057 -0.261 0.859 1.395
O -0.2063 5.7277 5.9635 0.235 -0.320 -1.224
O -0.4840 5.7914 3.7403 0.011 -0.470 0.374
C -1.4314 5.0305 2.9831 0.211 0.010 -0.699
C -0.8076 4.5030 1.6943 -0.130 0.554 0.296
C -0.2805 5.6747 0.8596 0.646 -0.652 0.089
C 0.4712 5.2391 -0.4095 -1.082 0.008 0.670
N 1.9536 5.2300 -0.2445 0.040 0.280 0.061
C 2.7380 4.6365 -1.3792 0.531 -0.711 -0.868
C 3.8369 3.7520 -0.7778 -0.501 0.211 1.299
C 3.2866 3.3414 0.6027 -0.452 -0.174 0.251
C 2.5458 2.0230 0.7012 -0.864 -0.182 -0.622
C 1.5564 1.6809 -0.4298 0.396 -0.274 0.273
C 0.4173 0.8452 0.0797 -0.594 -0.097 -0.436
F -0.4785 1.6055 0.7708 0.375 -0.477 -0.047
F -0.2706 0.2834 -0.9485 0.455 0.333 0.710
F 0.8505 -0.1415 0.8895 -0.378 0.343 -0.312
C 2.5764 4.6257 0.9804 1.142 0.382 0.347
H -0.2537 3.0187 4.7479 -0.288 -0.123 -0.108
H 1.0478 3.5998 5.7376 0.085 0.019 0.359
H 1.2035 3.6483 4.0120 0.177 0.086 -0.514
H -2.2366 5.6929 2.6942 -0.215 0.402 0.190
H -1.8752 4.2551 3.5951 -0.010 -0.297 0.027
H -0.0598 3.7583 1.9327 0.298 -0.178 -0.101
H -1.5846 4.0344 1.1021 -0.189 -0.406 -0.018
H -1.1430 6.2676 0.5910 -0.074 0.356 -0.241
H 0.3864 6.2952 1.4468 -0.021 0.350 0.306
H 0.2355 5.9393 -1.1949 0.224 0.091 -0.492
H 0.1079 4.2619 -0.6863 0.221 -0.359 -0.301
H 2.1994 6.2127 -0.1946 -0.019 0.186 -0.036
H 3.1903 5.3943 -1.9992 -0.142 0.543 -0.022
H 2.0806 4.0734 -2.0245 -0.388 -0.088 0.018
H 4.6824 4.3857 -0.5485 0.531 -0.042 -0.396
H 4.1141 2.9042 -1.3803 0.135 -0.076 -0.409
H 4.0457 3.2664 1.3743 0.557 -0.049 -0.153
H 3.2580 1.2118 0.7158 0.381 -0.133 0.200
H 1.9964 1.9550 1.6325 0.090 0.206 0.448
H 1.1466 2.5429 -0.9303 -0.290 0.159 -0.093
H 2.0436 1.0723 -1.1799 0.154 -0.060 -0.316
H 3.4124 5.2978 1.1564 0.118 0.264 0.138
H 2.0302 4.7013 1.8998 -0.981 -0.295 0.063
C -2.5870 -1.6669 -5.1210 -0.033 0.065 -0.011
O -3.7290 -1.3423 -4.3474 0.141 -0.085 -0.018
C -4.3613 -2.4843 -3.7864 -0.211 0.287 -0.019
C -4.0455 -2.6217 -2.3164 0.043 -0.357 0.017
O -2.6748 -2.9368 -2.1097 -0.071 0.290 0.045
C -1.9149 -1.8251 -1.6803 -0.086 -0.190 -0.042
H -2.0923 -0.7337 -5.3862 -0.046 0.028 -0.012
H -1.8875 -2.2943 -4.5620 -0.009 -0.031 -0.018
H -2.8784 -2.1807 -6.0430 0.049 -0.042 0.004
H -4.0714 -3.3907 -4.3247 0.034 -0.028 0.019
H -5.4412 -2.3511 -3.9045 -0.003 -0.034 0.001
H -4.6355 -3.4449 -1.9020 -0.019 0.020 0.001
H -4.3181 -1.7077 -1.7814 -0.002 0.041 -0.022
H -2.1853 -1.5466 -0.6558 0.000 0.067 -0.007
H -2.0541 -0.9665 -2.3416 -0.018 0.028 0.018
H -0.8664 -2.1166 -1.6965 0.009 -0.048 0.016
C -1.2909 -2.4762 6.3875 -0.030 -0.045 -0.025
O -1.1392 -2.9974 5.0790 0.062 0.100 0.108
C -0.7902 -2.0189 4.1184 -0.132 -0.311 -0.117
C 0.6749 -2.0934 3.7556 0.096 0.311 0.042
O 1.5036 -1.6985 4.8403 -0.082 -0.145 0.014
C 2.1116 -2.7934 5.5075 0.030 -0.016 0.081
H -1.4143 -3.3189 7.0642 -0.018 -0.031 -0.031
H -0.4144 -1.9001 6.6950 -0.005 0.025 0.005
H -2.1832 -1.8441 6.4494 0.029 0.041 0.030
H -1.0419 -1.0153 4.4764 0.030 0.035 0.019
H -1.3854 -2.2190 3.2208 0.019 0.050 -0.017
H 0.8710 -1.3976 2.9353 -0.025 -0.030 -0.049
H 0.9319 -3.1003 3.4160 -0.028 -0.035 0.028
H 2.8702 -3.2598 4.8706 -0.017 -0.041 0.019
H 1.3736 -3.5427 5.8017 -0.004 -0.012 -0.036
H 2.5964 -2.4060 6.4015 0.055 0.032 -0.021
C 5.4479 0.8419 3.5120 -0.112 0.116 0.065
O 4.4153 1.5596 4.1702 0.133 0.005 -0.180
C 3.3859 0.7145 4.6799 -0.066 0.224 -0.147
C 3.5042 0.5178 6.1726 -0.137 -0.278 0.043
O 4.6509 -0.2432 6.4978 0.208 0.094 -0.007
C 5.7202 0.5339 7.0138 -0.046 -0.089 0.009
H 6.2497 1.5443 3.2905 -0.004 0.044 0.009
H 5.8421 0.0425 4.1411 -0.002 -0.051 -0.020
H 5.0826 0.4135 2.5695 0.028 -0.074 0.039
H 3.3932 -0.2517 4.1673 -0.031 0.044 0.087
H 2.4314 1.2080 4.4604 -0.038 -0.094 0.028
H 2.6298 -0.0406 6.5214 -0.015 0.087 -0.069
H 3.5169 1.4842 6.6854 0.039 0.052 -0.013
H 5.4760 0.9088 8.0122 0.017 0.062 -0.006
H 5.9604 1.3750 6.3581 -0.019 0.021 0.012
H 6.5900 -0.1149 7.0886 -0.015 -0.049 0.010
C -4.2045 -0.9430 -9.8217 0.044 0.015 0.006
O -3.6323 0.3055 -9.4750 -0.096 -0.079 0.012
C -4.5041 1.4031 -9.6992 0.318 0.067 0.031
C -5.1071 1.9026 -8.4073 -0.323 0.045 -0.072
O -6.0059 0.9585 -7.8507 0.100 -0.053 0.067
C -5.4550 0.2373 -6.7641 -0.038 -0.026 -0.025
H -3.5239 -1.7222 -9.4830 0.044 0.024 -0.005
H -5.1757 -1.0868 -9.3417 -0.019 0.002 -0.026
H -4.3192 -1.0265 -10.9073 -0.057 -0.025 0.006
H -5.2935 1.1346 -10.4061 -0.041 -0.017 0.012
H -3.9077 2.2055 -10.1454 -0.037 0.015 -0.015
H -5.6786 2.8139 -8.6115 0.040 0.016 -0.011
H -4.3155 2.1510 -7.6937 0.040 -0.018 0.003
H -5.3230 0.8857 -5.8917 0.069 -0.029 0.013
H -4.4958 -0.2141 -7.0294 0.025 0.020 0.046
H -6.1547 -0.5551 -6.5049 -0.042 0.022 -0.006
C -0.6726 -8.4148 -0.4474 0.015 0.011 0.042
O 0.4554 -7.5926 -0.2062 -0.091 -0.026 -0.078
C 1.3695 -7.5621 -1.2901 0.110 0.095 0.295
C 1.2484 -6.2796 -2.0797 -0.007 -0.093 -0.326
O 0.0152 -6.2040 -2.7730 -0.079 0.029 0.130
C -0.9289 -5.3479 -2.1490 0.131 -0.214 -0.034
H -1.3735 -8.2594 0.3705 0.032 0.012 0.036
H -1.1632 -8.1568 -1.3892 0.007 -0.026 -0.017
H -0.3832 -9.4707 -0.4649 -0.034 -0.009 -0.050
H 1.2247 -8.4247 -1.9460 -0.026 0.001 -0.040
H 2.3774 -7.6234 -0.8665 0.012 -0.013 -0.042
H 2.0453 -6.2502 -2.8306 0.028 0.002 0.039
H 1.3736 -5.4171 -1.4172 -0.009 -0.001 0.047
H -0.6132 -4.3078 -2.2369 0.000 0.059 0.031
H -1.0624 -5.6033 -1.0941 0.001 0.051 0.008
H -1.8785 -5.4658 -2.6623 0.013 0.010 -0.080
```
Forces are in eV/Å.